{"formula": "C24H33N3O6S", "method": "ωB97M-V with the def2-TZVPD basis set", "elements": ["C", "C", "O", "C", "C", "C", "C", "O", "N", "C", "C", "C", "C", "N", "C", "C", "N", "S", "C", "O", "O", "C", "C", "C", "C", "C", "C", "O", "C", "C", "C", "O", "C", "C", "H", "H", "H", "H", "H", "H", "H", "H", "H", "H", "H", "H", "H", "H", "H", "H", "H", "H", "H", "H", "H", "H", "H", "H", "H", "H", "H", "H", "H", "H", "H", "H", "H"], "coordinates": [[-5.869928, -0.218595, 2.924186], [-4.922264, 0.592593, 2.053763], [-4.139647, -0.320925, 1.312855], [-3.262973, 0.161599, 0.395947], [-2.994817, 1.506245, 0.189315], [-2.038333, 1.888223, -0.742018], [-1.829335, 3.339955, -1.034755], [-2.728945, 4.062684, -1.419410], [-0.555419, 3.796223, -0.923322], [0.501857, 3.155458, -0.253525], [1.779489, 3.143530, -0.792495], [2.799630, 2.455922, -0.167780], [2.583273, 1.757416, 1.023407], [3.592736, 1.020543, 1.645235], [4.815176, 0.753511, 0.919131], [4.556970, -0.304076, -0.175086], [3.495353, -1.201276, 0.238943], [1.965007, -0.958951, -0.425682], [1.679088, -2.585771, -1.147965], [2.061649, -0.006791, -1.491627], [0.991679, -0.761357, 0.606793], [3.483968, -1.448050, 1.663415], [3.252354, -0.135446, 2.454530], [1.324822, 1.893086, 1.618353], [0.300285, 2.558256, 0.984652], [-1.380865, 0.935685, -1.503392], [-1.709608, -0.409593, -1.373562], [-1.181968, -1.375486, -2.203278], [-1.079128, -1.047898, -3.585335], [0.364968, -0.911984, -4.057012], [-2.635538, -0.811892, -0.406677], [-3.078808, -2.101272, -0.258253], [-2.124723, -3.117856, -0.013377], [-1.366951, -2.900998, 1.292041], [-6.500102, 0.446758, 3.507675], [-5.302183, -0.855881, 3.596423], [-6.495213, -0.848591, 2.298046], [-5.492387, 1.241153, 1.374797], [-4.277111, 1.223597, 2.682127], [-3.506540, 2.273270, 0.748180], [-0.384368, 4.721461, -1.297056], [1.972782, 3.647173, -1.728314], [3.762072, 2.452746, -0.651528], [5.539670, 0.372690, 1.645880], [5.222045, 1.671047, 0.496763], [4.218925, 0.159573, -1.101430], [5.460594, -0.891749, -0.373465], [2.454523, -2.764071, -1.879746], [1.707519, -3.318951, -0.354057], [0.699512, -2.555138, -1.610648], [2.681059, -2.154803, 1.867597], [4.439795, -1.911020, 1.926197], [3.877865, -0.126239, 3.355650], [2.208828, -0.088622, 2.747897], [1.122015, 1.467296, 2.587078], [-0.669133, 2.615327, 1.453912], [-0.633533, 1.237681, -2.219729], [-1.570780, -1.868176, -4.124293], [-1.634181, -0.126848, -3.787198], [0.928742, -0.273207, -3.381873], [0.379215, -0.484005, -5.056039], [0.848652, -1.885220, -4.089535], [-2.726772, -4.030151, 0.039146], [-1.423446, -3.201729, -0.851109], [-0.768221, -3.779830, 1.520858], [-0.714084, -2.034356, 1.209315], [-2.074824, -2.733868, 2.100435]], "atomic_forces_ev_per_a": [[0.3, 0.1, -0.3], [-0.3, 0.2, 0.3], [0.1, -0.2, -0.2], [0.1, -0.1, -0.1], [0.0, 0.1, 0.1], [-0.3, -0.4, -0.2], [-0.1, 0.1, -0.1], [-0.2, 0.0, 0.1], [0.3, 0.4, -0.2], [0.4, -0.1, 0.2], [-0.4, 0.0, 0.1], [0.2, 0.0, 0.3], [-0.2, 0.6, 0.0], [0.3, -0.1, 0.1], [-0.1, 0.0, 0.0], [0.3, 0.3, -0.3], [-0.9, 0.2, -0.4], [0.2, -1.3, -0.6], [0.0, 0.8, 0.3], [0.2, -0.1, -0.1], [0.1, -0.2, 0.2], [-0.1, -0.1, 0.4], [0.0, -0.1, 0.3], [0.0, 0.1, 0.0], [0.2, 0.1, -0.1], [0.0, 0.1, 0.1], [-0.3, -0.1, 0.1], [0.0, 0.2, 0.5], [0.0, 0.0, -0.6], [-0.3, 0.0, 0.3], [0.0, -0.2, 0.1], [-0.1, 0.6, -0.3], [0.4, -0.4, 0.3], [-0.3, 0.1, -0.3], [-0.1, 0.1, 0.1], [0.0, -0.1, 0.1], [-0.1, -0.1, 0.0], [0.1, 0.0, 0.0], [0.0, 0.0, -0.1], [-0.1, 0.0, 0.1], [-0.2, -0.1, 0.1], [0.0, 0.0, -0.1], [0.1, -0.1, 0.0], [0.0, 0.1, -0.1], [0.1, -0.1, 0.0], [0.3, 0.0, 0.0], [0.0, 0.1, 0.0], [0.2, 0.0, -0.1], [0.0, -0.2, 0.2], [-0.1, 0.0, 0.0], [0.1, -0.1, 0.2], [-0.1, 0.0, 0.0], [-0.1, -0.1, 0.0], [0.1, 0.0, 0.1], [0.0, -0.1, 0.1], [-0.1, 0.0, 0.1], [0.1, 0.0, -0.1], [0.0, 0.2, 0.1], [0.0, -0.1, 0.0], [0.0, 0.1, -0.1], [0.0, 0.0, -0.1], [0.1, -0.1, 0.0], [0.1, 0.1, -0.1], [-0.2, 0.0, 0.1], [0.1, -0.1, 0.0], [0.0, 0.0, 0.1], [-0.1, 0.0, 0.1]], "orbital_gap_ha": 0.2878, "e_homo_ha": -0.271, "smiles": "CCOc1cc(C(=O)Nc2ccc(N3CCN(S(C)(=O)=O)CC3)cc2)cc(OCC)c1OCC", "charge": 0, "e_above_lowest_ev": 2.542}